A 17-piece molecular cluster, C81H152F5N5O27 overall in a non-equilibrium geometry, computed with ωB97M-V/def2-TZVPD.

The geometry in ORCA input format:
```
! wB97M-V def2-TZVPD RIJCOSX def2/J DEFGRID3
* xyz 1 2
C 5.306 -9.911 -0.333
C 5.121 -8.359 -0.372
C 4.895 -7.976 -1.869
C 4.514 -6.520 -2.090
C 3.288 -6.280 -1.195
C 3.429 -6.556 0.351
N 4.006 -7.931 0.488
O 4.132 -8.382 1.792
C 4.300 -5.523 0.967
C 1.990 -6.562 0.963
C 6.444 -7.666 0.092
H 5.838 -10.204 0.571
H 5.875 -10.320 -1.169
H 4.342 -10.405 -0.459
H 5.755 -8.247 -2.482
H 4.099 -8.580 -2.306
H 4.262 -6.271 -3.120
H 5.394 -5.947 -1.798
H 2.598 -7.044 -1.554
H 2.693 -5.400 -1.440
H 3.714 -4.638 1.215
H 4.721 -5.859 1.915
H 5.082 -5.162 0.299
H 1.286 -7.329 0.640
H 2.025 -6.631 2.050
H 1.468 -5.606 0.918
H 6.501 -7.879 1.160
H 6.605 -6.618 -0.159
H 7.292 -8.108 -0.431
H 3.595 -9.178 1.780
C -1.921 -0.070 2.634
C -1.243 -0.232 1.204
C -0.641 1.185 0.919
C 0.471 1.304 -0.196
C 1.597 0.285 0.115
C 1.030 -1.191 0.407
N -0.102 -1.132 1.315
O -0.427 -2.390 1.860
C 0.718 -1.846 -0.916
C 2.273 -1.872 1.077
C -2.412 -0.701 0.237
H -1.084 0.132 3.303
H -2.586 -0.890 2.903
H -2.436 0.883 2.757
H -1.423 1.793 0.464
H -0.244 1.681 1.806
H 0.845 2.323 -0.299
H 0.078 1.239 -1.211
H 2.198 0.657 0.944
H 2.232 0.222 -0.769
H 1.625 -1.776 -1.516
H 0.450 -2.889 -0.749
H -0.145 -1.320 -1.326
H 2.843 -2.180 0.200
H 2.941 -1.229 1.651
H 2.151 -2.833 1.577
H -3.106 0.140 0.242
H -2.889 -1.664 0.417
H -2.062 -0.650 -0.795
H -0.020 -2.356 2.728
C -2.062 2.997 -3.702
C -3.482 3.498 -3.594
C -3.385 4.753 -2.711
C -4.633 5.691 -2.702
C -5.075 6.030 -4.138
C -5.155 4.785 -5.118
N -3.921 3.926 -4.980
O -3.857 2.924 -5.983
C -6.462 4.048 -4.703
C -5.187 5.445 -6.584
C -4.336 2.360 -2.989
H -1.636 2.780 -2.722
H -1.438 3.791 -4.110
H -1.830 2.163 -4.364
H -3.156 4.424 -1.698
H -2.515 5.387 -2.886
H -4.352 6.589 -2.152
H -5.464 5.163 -2.233
H -4.488 6.842 -4.566
H -6.063 6.479 -4.038
H -7.363 4.548 -5.059
H -6.470 3.003 -5.013
H -6.624 4.017 -3.626
H -4.309 6.015 -6.889
H -5.367 4.616 -7.269
H -6.011 6.156 -6.645
H -3.709 1.895 -2.228
H -4.573 1.660 -3.790
H -5.247 2.756 -2.540
H -3.257 3.318 -6.621
C 3.796 4.438 -7.650
C 3.512 3.177 -6.712
C 4.905 2.761 -6.159
C 4.966 1.931 -4.898
C 4.009 2.514 -3.832
C 2.538 2.768 -4.295
N 2.684 3.603 -5.548
O 1.428 4.082 -5.955
C 1.832 1.437 -4.493
C 1.897 3.780 -3.258
C 2.824 2.043 -7.606
H 2.938 4.918 -8.119
H 4.415 4.146 -8.498
H 4.255 5.223 -7.050
H 5.382 2.139 -6.916
H 5.535 3.649 -6.106
H 6.011 1.904 -4.587
H 4.684 0.908 -5.146
H 4.509 3.381 -3.399
H 3.893 1.827 -2.994
H 1.746 1.104 -3.459
H 0.791 1.511 -4.805
H 2.414 0.719 -5.073
H 0.823 3.681 -3.419
H 2.035 3.375 -2.255
H 2.231 4.811 -3.379
H 3.063 1.045 -7.239
H 3.202 2.123 -8.625
H 1.748 2.204 -7.668
H 1.430 5.001 -5.678
C -1.079 6.986 4.260
C -2.522 6.789 3.785
C -2.618 7.733 2.608
C -3.934 7.604 1.839
C -3.930 6.223 1.201
C -3.865 5.076 2.310
N -2.727 5.390 3.278
O -2.601 4.534 4.274
C -5.266 4.986 2.899
C -3.630 3.670 1.580
C -3.614 7.174 4.926
H -0.990 6.291 5.095
H -0.979 8.017 4.600
H -0.256 6.751 3.585
H -2.556 8.755 2.981
H -1.776 7.546 1.940
H -3.954 8.413 1.109
H -4.851 7.817 2.389
H -3.252 6.043 0.367
H -4.900 6.008 0.753
H -5.617 5.925 3.326
H -5.898 4.390 2.241
H -5.297 4.345 3.780
H -2.561 3.627 1.370
H -3.885 2.809 2.198
H -4.234 3.620 0.675
H -3.478 6.349 5.624
H -4.646 7.315 4.604
H -3.410 8.120 5.427
H -1.680 4.273 4.207
C 5.703 0.406 2.279
C 6.482 1.393 3.203
O 5.813 2.134 3.942
C 8.028 1.368 3.247
H 6.229 0.327 1.327
H 4.732 0.775 1.949
H 5.692 -0.567 2.769
H 8.489 0.429 3.554
H 8.289 2.054 4.052
H 8.426 1.912 2.391
C 0.278 3.050 6.359
C 0.800 3.155 4.909
O 0.036 3.473 4.009
C 2.190 2.679 4.701
H 1.095 3.293 7.038
H -0.103 2.075 6.663
H -0.627 3.642 6.495
H 2.902 3.282 5.265
H 2.593 2.784 3.694
H 2.206 1.629 4.990
C -3.161 -5.721 4.153
C -1.700 -5.313 3.958
O -1.208 -4.293 4.394
C -0.832 -6.406 3.346
H -3.646 -5.793 3.180
H -3.663 -5.014 4.815
H -3.175 -6.735 4.552
H -1.369 -6.947 2.567
H -0.480 -7.089 4.119
H 0.021 -5.913 2.878
C 7.814 -2.962 4.956
C 6.312 -2.871 4.791
O 5.600 -2.604 5.728
C 5.785 -3.145 3.380
H 7.948 -3.523 5.881
H 8.277 -1.982 5.070
H 8.314 -3.636 4.260
H 5.902 -4.215 3.207
H 6.405 -2.556 2.703
H 4.757 -2.825 3.210
C -1.364 -2.463 -6.177
C -1.415 -1.737 -4.825
O -1.073 -2.247 -3.789
C -1.830 -0.234 -4.738
H -1.227 -1.864 -7.077
H -2.321 -2.960 -6.337
H -0.647 -3.278 -6.274
H -2.597 0.025 -5.468
H -0.932 0.326 -4.999
H -2.113 -0.018 -3.708
C 5.503 -2.049 -4.460
C 4.860 -1.707 -3.155
O 4.254 -0.672 -3.002
C 4.721 -2.802 -2.177
H 5.153 -1.383 -5.249
H 5.352 -3.083 -4.768
H 6.581 -1.889 -4.418
H 3.857 -3.395 -2.476
H 4.375 -2.271 -1.290
H 5.643 -3.351 -1.984
C -5.878 -1.003 3.648
C -5.602 -2.307 2.950
O -5.409 -3.333 3.582
C -5.887 -2.347 1.479
H -6.264 -0.168 3.064
H -4.897 -0.616 3.922
H -6.360 -1.084 4.622
H -5.216 -3.035 0.966
H -5.812 -1.337 1.074
H -6.939 -2.601 1.343
C -2.041 -4.432 -0.042
C -2.582 -4.931 -1.354
O -3.875 -5.120 -1.071
C -3.949 -5.494 0.227
O -4.856 -6.177 0.697
O -2.810 -5.086 0.888
F -1.927 -6.008 -1.783
H -2.182 -3.352 -0.075
H -0.986 -4.566 0.200
H -2.577 -4.126 -2.090
C 1.283 -2.236 5.941
C 2.199 -3.030 6.796
O 2.379 -4.152 6.006
C 2.116 -3.797 4.660
O 2.395 -4.526 3.668
O 1.648 -2.605 4.618
F 1.527 -3.308 7.922
H 1.341 -1.158 6.088
H 0.242 -2.559 5.938
H 3.215 -2.697 7.005
C -0.392 5.138 0.640
C 0.991 5.598 0.752
O 1.342 5.832 -0.602
C 0.224 6.187 -1.266
O 0.142 6.483 -2.427
O -0.827 5.920 -0.462
F 1.734 4.604 1.171
H -0.851 5.392 1.596
H -0.508 4.073 0.439
H 1.115 6.417 1.460
C -2.724 -1.666 5.870
C -2.965 -2.275 7.198
O -3.085 -1.071 7.980
C -2.662 -0.028 7.396
O -2.574 1.136 7.757
O -2.422 -0.334 6.151
F -1.895 -2.951 7.564
H -3.525 -1.639 5.131
H -1.792 -1.855 5.337
H -3.901 -2.828 7.278
C -7.026 -1.174 -4.482
C -6.313 -2.445 -4.863
O -5.194 -2.408 -4.016
C -5.491 -1.778 -2.865
O -4.756 -1.794 -1.882
O -6.664 -1.080 -3.122
F -5.951 -2.356 -6.148
H -8.111 -1.262 -4.532
H -6.646 -0.335 -5.066
H -6.852 -3.370 -4.655
*
```

⟨S²⟩ = 0.754
Kohn-Sham gap (spin up / spin down) = 7.264 / 2.798 eV